{"formula": "BrH3O3Si", "method": "ωB97M-V with the def2-TZVPD basis set", "total_energy_ha": -3091.10157, "e_above_lowest_ev": 3.1263, "e_homo_ev": -9.36, "orbital_gap_ev": 9.20, "symbols": ["O", "O", "O", "Si", "Br", "H", "H", "H"], "xyz": [[-1.07453, 1.60233, -0.01290], [-0.34878, -0.74798, 1.26148], [0.44456, -1.19752, -1.34652], [0.46679, -0.36027, 0.00563], [2.42124, 0.41798, 0.21986], [-0.50370, 2.19569, -0.53359], [-1.00154, -0.12260, 1.64897], [-0.40404, -1.78762, -1.24294]], "nbo_charge": [-1.12, -1.14, -1.07, 2.07, -0.26, 0.44, 0.57, 0.52]}

{"formula": "BrH4N2OP", "method": "ωB97M-V with the def2-TZVPD basis set", "total_energy_ha": -3102.55232, "e_above_lowest_ev": 0.6851, "e_homo_ev": -9.66, "orbital_gap_ev": 9.63, "smiles": "N=[P@](N)(O)Br", "symbols": ["N", "N", "O", "P", "Br", "H", "H", "H", "H"], "xyz": [[-1.74593, 0.50810, 0.38164], [0.07775, -1.32380, -0.18270], [0.77833, 0.80268, 1.10898], [-0.26120, 0.18510, 0.09248], [0.76956, 1.20871, -2.10776], [-1.64071, 1.23884, 1.09863], [0.93267, -1.66565, -0.67420], [-0.72844, -1.77600, -0.66344], [1.81796, 0.82201, 0.94636]], "nbo_charge": [-1.22, -1.22, -1.01, 2.16, -0.53, 0.39, 0.44, 0.44, 0.55]}

{"formula": "BrH4N2OP", "method": "ωB97M-V with the def2-TZVPD basis set", "total_energy_ha": -3102.53766, "e_above_lowest_ev": 1.0841, "e_homo_ev": -9.91, "orbital_gap_ev": 10.21, "smiles": "N=[P@](N)(O)Br", "symbols": ["N", "N", "O", "P", "Br", "H", "H", "H", "H"], "xyz": [[-1.35660, 0.51649, -0.90363], [-0.06566, -1.46386, 0.26305], [0.66551, 0.98539, 1.28212], [-0.03468, 0.05996, -0.32986], [1.59598, 0.28402, -1.77669], [-1.42923, 1.32491, -1.46198], [0.75855, -2.01891, 0.25407], [-0.42720, -1.48837, 1.21232], [0.29333, 1.80036, 1.46060]], "nbo_charge": [-1.27, -1.17, -1.00, 1.92, -0.19, 0.40, 0.42, 0.42, 0.47]}